(1)
ORCA calculation (ωB97M-V with the def2-TZVPD basis set) on a structure of composition C31H41Cl3GeN4O5PbSSe.

Calculated total energy in eV: -224526.2230
Energy above the lowest of the compared OMol25 structures with the same formula, charge and spin in eV: 0.686
HOMO-LUMO gap in Ha: 0.2950

Geometry (Å):
Pb 0.705 0.332 1.327
Cl -3.389 -5.819 3.774
C -2.431 -4.385 3.520
C -1.682 -3.852 4.583
C -0.938 -2.721 4.398
C -0.872 -2.041 3.143
O -0.159 -0.975 3.056
C -1.642 -2.609 2.081
C -1.716 -2.056 0.757
O -1.116 -1.088 0.292
C -2.410 -3.773 2.305
H -1.700 -4.346 5.547
H -0.356 -2.298 5.208
H -2.414 -2.588 0.087
H -2.990 -4.179 1.483
C -3.949 1.376 4.447
Ge -3.286 3.218 4.371
C -4.215 4.191 2.945
C -3.489 4.153 6.085
C -1.349 3.185 3.967
Se -0.902 3.127 2.053
C 0.508 4.468 2.121
H -5.038 1.359 4.378
H -3.652 0.888 5.375
H -3.540 0.803 3.612
H -5.289 4.221 3.133
H -4.041 3.690 1.992
H -3.845 5.215 2.864
H -4.543 4.235 6.356
H -3.073 5.159 6.016
H -2.969 3.619 6.882
H -0.877 2.322 4.436
H -0.882 4.087 4.363
H 0.090 5.384 2.528
H 0.851 4.625 1.103
H 1.320 4.105 2.748
C 4.619 1.857 -0.759
N 4.101 1.608 0.589
C 4.121 0.486 1.309
S 3.143 0.412 2.732
N 4.913 -0.551 1.052
C 5.697 -0.848 -0.144
H 4.412 2.898 -0.994
H 4.119 1.224 -1.493
H 5.695 1.709 -0.798
H 3.390 2.248 0.900
H 4.760 -1.312 1.690
H 5.109 -0.724 -1.051
H 6.013 -1.885 -0.079
H 6.590 -0.228 -0.198
Cl -1.781 -0.222 -3.527
C -0.853 -0.394 -4.978
C -1.308 0.279 -6.103
C -0.525 0.357 -7.240
C 0.739 -0.207 -7.231
C 1.170 -0.906 -6.121
Cl 2.761 -1.599 -6.141
C 0.373 -1.082 -4.971
N 0.877 -1.831 -3.921
C 0.221 -2.748 -3.083
C -0.982 -3.352 -3.448
C -1.603 -4.258 -2.604
C -1.023 -4.583 -1.385
C 0.209 -4.035 -1.058
C 0.861 -3.144 -1.901
C 2.274 -2.702 -1.622
C 2.472 -1.196 -1.388
O 2.983 -0.523 -2.296
O 2.156 -0.767 -0.226
H -2.272 0.769 -6.058
H -0.887 0.876 -8.117
H 1.393 -0.115 -8.087
H 1.881 -1.778 -3.812
H -1.415 -3.124 -4.414
H -2.537 -4.717 -2.905
H -1.501 -5.283 -0.710
H 0.687 -4.310 -0.123
H 2.906 -2.989 -2.466
H 2.637 -3.212 -0.729
C 0.648 1.663 -2.792
C -0.009 2.356 -1.635
N -1.329 2.621 -1.758
O 0.607 2.659 -0.612
H 0.181 1.920 -3.743
H 0.555 0.585 -2.633
H 1.711 1.881 -2.811
H -1.870 2.215 -2.502
H -1.812 2.968 -0.944

Atomic partial charges in e from the Löwdin method, atoms 1 to 2: number 1, Pb, carries 1.320; number 2, Cl, carries 0.635

(2)
ORCA calculation (ωB97M-V with the def2-TZVPD basis set) on a cluster of 5 separate species, C31H41N6O3 in total in a non-equilibrium geometry.

Calculated total energy in eV: -47878.5802
HOMO-LUMO gap in Ha: 0.2121
Charge: +1

Geometry (Å):
C -0.155 -2.808 0.343
C 0.643 -2.716 -0.582
C 1.786 -3.031 -1.620
C 1.828 -1.854 -2.657
C 2.844 -0.694 -2.555
C 3.922 -0.598 -1.408
C 3.931 0.932 -0.858
C 3.644 1.012 0.724
C 4.533 2.202 1.320
O 3.728 3.415 1.453
C 4.611 4.527 1.562
C 4.805 5.564 0.374
O 5.257 4.721 2.578
C 2.655 0.294 -3.661
N 1.763 0.266 -4.710
N 0.883 -0.714 -4.823
C 0.917 -1.669 -3.857
C -0.193 -2.816 -4.040
C -1.582 -2.277 -4.604
C -2.248 -3.502 -5.413
O -2.542 -1.933 -3.589
C -2.336 -0.614 -3.066
C -2.813 -0.665 -1.538
C -3.125 -2.004 -0.891
C -3.538 -2.127 0.562
C -3.686 -0.903 1.416
C -3.400 0.427 0.778
C -2.962 0.544 -0.669
H -0.977 -3.063 1.069
H 2.787 -3.029 -1.081
H 1.632 -4.041 -2.121
H 3.644 -1.253 -0.518
H 4.939 -0.930 -1.764
H 4.961 1.335 -1.131
H 3.109 1.553 -1.345
H 2.549 1.284 0.846
H 3.811 0.035 1.261
H 5.411 2.447 0.641
H 4.910 1.888 2.339
H 4.894 4.966 -0.581
H 3.874 6.208 0.277
H 5.709 6.217 0.543
H 3.345 1.198 -3.634
H 1.761 1.018 -5.416
H 0.195 -3.619 -4.734
H -0.424 -3.333 -3.051
H -1.502 -1.435 -5.352
H -1.506 -4.014 -6.095
H -3.115 -3.074 -5.995
H -2.698 -4.259 -4.687
H -3.030 0.157 -3.553
H -1.279 -0.226 -3.159
H -3.030 -2.985 -1.446
H -3.729 -3.163 0.984
H -4.011 -1.054 2.482
H -3.532 1.340 1.437
H -2.749 1.582 -1.046
C -7.572 -1.826 1.421
C -6.676 -2.263 2.526
N -5.977 -2.603 3.383
H -7.948 -0.823 1.624
H -7.022 -1.817 0.479
H -8.415 -2.511 1.334
C -7.758 -5.467 -0.627
C -7.208 -4.130 -0.984
N -6.780 -3.092 -1.261
H -6.947 -6.190 -0.536
H -8.291 -5.407 0.323
H -8.449 -5.802 -1.402
C 3.988 6.302 5.361
C 3.031 7.155 6.119
N 2.288 7.816 6.707
H 3.442 5.563 4.773
H 4.584 6.920 4.689
H 4.653 5.785 6.053
C 3.355 3.099 7.008
C 4.246 2.638 8.108
N 4.937 2.280 8.962
H 2.967 4.093 7.236
H 3.912 3.141 6.071
H 2.519 2.409 6.893

Atomic partial charges in e from the Löwdin method, atoms 1 to 2: number 1, C, carries 0.118; number 2, C, carries -0.097

(3)
ORCA calculation (ωB97M-V with the def2-TZVPD basis set) on a structure of composition C31H42BF2N5O3RhS.

Calculated total energy in eV: -66371.4711
Energy above the lowest of the compared OMol25 structures with the same formula, charge and spin in eV: 0.074
HOMO-LUMO gap (alpha / beta) in Ha: 0.2960 / 0.2215
<S²>: 6.01
Charge: +1
Multiplicity: 5

Geometry (Å):
Rh -1.585 -2.077 -1.538
C -1.394 5.467 -4.117
O -1.012 4.290 -3.400
C 0.137 4.339 -2.682
C 0.950 5.450 -2.564
C 2.102 5.389 -1.780
C 2.420 4.226 -1.109
C 1.590 3.110 -1.214
C 0.455 3.151 -2.006
N -0.481 2.096 -2.159
C -0.405 0.794 -1.768
N 0.829 0.252 -1.796
C 1.290 -1.055 -1.503
C 0.484 -2.135 -1.199
C 1.083 -3.378 -0.941
C 2.456 -3.528 -0.995
C 3.263 -2.430 -1.301
C 2.680 -1.201 -1.554
O 3.349 -0.062 -1.865
C 4.773 -0.101 -1.879
N -1.484 0.122 -1.451
C -2.684 0.825 -1.113
C -2.699 1.865 -0.185
C -3.878 2.504 0.175
C -5.071 2.090 -0.388
C -5.084 1.030 -1.288
C -3.902 0.394 -1.638
O -3.841 -0.662 -2.500
C -5.067 -1.152 -3.047
H -0.606 5.780 -4.803
H -1.629 6.282 -3.430
H -2.279 5.204 -4.687
H 0.697 6.370 -3.073
H 2.737 6.263 -1.695
H 3.311 4.175 -0.492
H 1.836 2.214 -0.659
H -1.396 2.405 -2.445
H 1.543 0.848 -2.184
H 0.461 -4.237 -0.709
H 2.915 -4.494 -0.813
H 4.339 -2.546 -1.333
H 5.143 -0.858 -2.567
H 5.161 -0.293 -0.878
H 5.101 0.875 -2.219
H -1.762 2.177 0.270
H -3.857 3.316 0.892
H -6.002 2.582 -0.130
H -6.023 0.709 -1.715
H -4.812 -2.027 -3.635
H -5.526 -0.403 -3.693
H -5.762 -1.444 -2.259
F -2.174 -3.074 -4.374
B -2.311 -3.398 -3.096
F -2.851 -4.576 -2.825
C -0.468 -2.515 5.595
C 0.978 -2.880 5.239
C 1.146 -3.846 4.060
C 0.902 -3.261 2.676
N -0.538 -3.083 2.362
C -1.089 -2.133 1.625
S -2.450 -2.564 0.613
N -0.651 -0.886 1.626
C -0.063 -0.102 2.733
C 1.032 0.820 2.218
C 2.310 0.068 1.832
C 3.160 -0.316 3.044
H -0.497 -1.844 6.455
H -1.038 -3.412 5.858
H -0.991 -2.023 4.773
H 1.440 -3.342 6.113
H 1.558 -1.969 5.039
H 0.493 -4.716 4.201
H 2.169 -4.226 4.055
H 1.306 -3.922 1.913
H 1.416 -2.316 2.558
H -1.052 -3.950 2.314
H -1.065 -0.326 0.893
H 0.323 -0.762 3.500
H -0.869 0.470 3.188
H 1.257 1.551 3.000
H 0.641 1.388 1.364
H 2.912 0.696 1.173
H 2.046 -0.826 1.254
H 3.503 0.576 3.575
H 4.042 -0.885 2.743
H 2.609 -0.929 3.765

Atomic partial charges in e from the Löwdin method, atoms 1 to 2: number 1, Rh, carries 0.925; number 2, C, carries -0.047

(4)
ORCA calculation (ωB97M-V with the def2-TZVPD basis set) on a structure of composition C31H42BF7N8O3S3Ta in a non-equilibrium geometry.

Calculated total energy in eV: -104651.2509
Energy above the lowest of the compared OMol25 structures with the same formula, charge and spin in eV: 0.296
HOMO-LUMO gap in Ha: 0.2902
Charge: +1

Geometry (Å):
Ta 0.271 -1.216 -0.678
C -4.988 -3.816 1.532
C -3.542 -3.576 1.103
C -3.482 -3.488 -0.413
C -2.632 -4.706 1.577
N -3.074 -2.316 1.804
C -3.141 -2.251 3.185
C -2.675 -1.045 3.555
N -2.312 -0.370 2.412
B -1.655 1.028 2.541
N -0.215 0.871 3.101
C 0.288 1.827 3.953
C 1.536 1.459 4.297
N 1.802 0.269 3.644
C 0.726 -0.062 2.895
S 0.575 -1.505 1.925
C 3.095 -0.492 3.786
C 2.809 -1.856 4.401
C 3.753 -0.599 2.421
C 4.022 0.284 4.716
N -1.662 1.941 1.277
C -2.673 2.859 1.093
C -2.318 3.674 0.083
N -1.077 3.251 -0.370
C -0.708 2.174 0.358
S 0.760 1.281 0.153
C -0.203 4.119 -1.251
C 0.682 3.321 -2.215
C -1.127 5.027 -2.060
C 0.663 4.956 -0.314
C -2.558 -1.153 1.360
S -2.197 -0.653 -0.265
H -5.368 -4.692 1.008
H -5.616 -2.963 1.274
H -5.082 -4.006 2.600
H -3.882 -4.433 -0.783
H -2.469 -3.376 -0.790
H -4.098 -2.682 -0.810
H -2.946 -5.632 1.096
H -2.688 -4.856 2.656
H -1.595 -4.506 1.307
H -3.518 -3.062 3.777
H -2.561 -0.609 4.530
H -2.287 1.629 3.376
H -0.298 2.676 4.255
H 2.235 1.930 4.958
H 2.175 -2.471 3.766
H 2.330 -1.742 5.375
H 3.755 -2.378 4.547
H 3.161 -1.203 1.739
H 4.734 -1.063 2.545
H 3.891 0.392 1.985
H 3.614 0.384 5.722
H 4.270 1.272 4.326
H 4.950 -0.281 4.795
H -3.551 2.861 1.712
H -2.830 4.522 -0.328
H 0.210 2.412 -2.567
H 1.625 3.038 -1.758
H 0.891 3.959 -3.074
H -1.864 4.452 -2.624
H -0.514 5.583 -2.767
H -1.650 5.760 -1.447
H 1.302 4.311 0.292
H 0.047 5.570 0.345
H 1.307 5.614 -0.898
O -0.555 -2.359 -2.289
N -0.939 -1.833 -3.398
N -0.792 -0.591 -3.367
O -0.286 -0.030 -2.282
C -1.035 0.246 -4.518
C -1.684 1.447 -4.296
C -1.939 2.261 -5.388
C -1.552 1.857 -6.660
C -0.911 0.640 -6.847
C -0.643 -0.187 -5.767
H -1.994 1.722 -3.297
H -2.449 3.204 -5.246
H -1.753 2.495 -7.510
H -0.608 0.332 -7.838
H -0.132 -1.132 -5.891
C 4.567 -0.857 -0.866
C 3.310 -1.345 -1.565
O 2.156 -0.924 -0.889
C 3.322 -2.887 -1.591
F 4.444 -3.355 -2.141
F 2.277 -3.363 -2.274
F 3.240 -3.354 -0.343
C 3.227 -0.750 -2.984
F 4.212 -1.209 -3.759
F 2.061 -1.033 -3.579
F 3.325 0.581 -2.918
H 4.700 -1.388 0.069
H 4.479 0.208 -0.664
H 5.436 -1.032 -1.496
F 0.092 -3.014 -0.149

Atomic partial charges in e from the Löwdin method, atoms 1 to 2: number 1, Ta, carries 1.501; number 2, C, carries -0.026

> The highest calculated total energy belongs to which entry?

C31H41N6O3